1.
Here is a cluster of 2 separate species, C5H13NO2 in total from OMol25. Energies are from ωB97M-V with the def2-TZVPD basis set.

Last column: Löwdin spin population.
CARTESIAN COORDINATES (ANGSTROEM)
H: 2.95546 -0.48845 0.67364  0.07
H: 2.79145 1.05724 -0.43310  0.07
C: 2.30766 0.09312 -0.13303  0.31
C: -0.14473 -0.09165 0.40046  0.05
H: -3.34007 0.66322 -1.02486  0.00
O: -3.68498 1.28767 -0.40442  0.01
H: -0.73774 -2.08658 0.77055  0.01
H: 0.76989 1.56319 2.42277  0.02
H: -3.00073 1.24184 0.34618  0.00
H: 2.06354 2.20947 1.54108  0.03
C: -0.19996 -1.56013 -0.00631  0.06
O: -1.11663 0.55917 0.67319  0.01
C: -0.89412 -1.69042 -1.36182  0.07
H: -0.88525 -2.69551 -1.88617  0.02
H: 0.51353 2.43311 0.62578  0.02
H: -2.07560 -1.36753 -1.19041  0.00
H: 2.22449 -0.53949 -0.94536  0.06
N: 1.09455 0.44811 0.52373  0.01
H: 0.77408 -1.97116 -0.03637  0.03
H: -0.45340 -0.81845 -1.93090  0.03
C: 1.03854 1.75321 1.37537  0.11

total charge = -1
E_LUMO (alpha / beta) = 3.774 / 3.696 eV
2S+1 = 2
energy relative to the best compared isomer or geometry (same formula, charge and spin) = 214.70 kJ/mol
<S²> = 0.750
E_tot = -403.460109 hartree
orbital gap (alpha / beta) = 2.784 / 9.405 eV

2.
Here is a cluster of 8 separate species, C36H60N8 in total from OMol25. Energies are from ωB97M-V with the def2-TZVPD basis set.

Last column: Löwdin spin population.
CARTESIAN COORDINATES (ANGSTROEM)
H: 4.43701 4.34724 3.13893  0.00
N: 5.41504 3.49303 1.43755  0.00
H: 7.67921 1.01906 2.13832  0.00
H: 2.92822 0.34810 3.59675  0.00
C: -1.17997 -0.56425 -3.77535  0.00
H: -0.21323 -1.75211 5.64922  0.00
H: 5.41626 1.79565 2.56514  0.00
H: 5.86017 4.57970 -1.01757  0.00
C: -5.24280 -2.52320 -1.01481  0.00
C: 0.31651 0.12130 0.77593  0.01
C: -0.53696 -0.25784 -0.21988  0.00
H: -5.73906 0.74184 1.52509  0.00
N: 0.18340 -0.72170 1.84716  0.00
H: 0.85811 1.95189 4.09074  0.00
H: 2.27019 -2.05655 4.63311  0.00
C: 0.18770 -3.72191 -2.06980  0.00
C: -4.08854 0.37909 -0.77358  0.00
H: 3.95911 5.10619 1.71602  0.00
N: 0.08412 -7.55663 1.31135  0.00
C: 0.29086 3.03198 -1.53918  0.34
H: -5.31119 -3.49623 -0.52836  0.00
C: -4.00847 1.75219 -1.45456  0.00
C: 0.02569 0.78133 -5.14025  0.00
H: -7.80741 -0.26329 1.44264  0.00
H: 6.53698 5.32563 1.75325  0.00
H: -1.99060 -4.10467 -2.38791  0.00
H: 0.49173 -1.88831 -3.46958  0.00
N: -0.62120 -4.48088 -4.00580  0.00
C: -0.96278 -4.14934 -2.71655  0.00
C: -5.43105 -1.45207 0.13821  0.00
H: 3.07853 2.24956 2.22628  0.00
C: 1.68687 -1.14765 4.63826  0.00
H: -6.11469 -2.50330 -1.66864  0.00
C: -1.11549 -1.48648 0.17470  0.00
H: 1.91170 -0.40492 -4.83539  0.00
C: 5.78368 5.33068 -0.23125  0.00
H: -1.20883 -4.80082 -4.76239  0.00
H: -3.01175 1.89616 -1.87162  0.00
C: -6.17260 0.77092 0.52545  0.00
C: 2.91776 3.28503 1.92619  0.00
H: 0.54959 4.61669 -0.01217  0.00
H: -0.90698 0.55595 5.25926  0.00
H: -1.82407 4.37103 -3.58798  0.01
N: -5.48450 -0.12118 -0.46230  0.00
H: -6.25621 -1.73135 0.79336  0.00
C: 2.02263 0.07784 4.11950  0.00
H: 0.64041 -0.61847 2.74192  0.00
H: -0.70762 0.24549 -1.16005  0.00
C: -1.10105 4.22925 -2.79833  0.33
H: 6.37458 6.13859 -0.66278  0.00
C: 6.14728 2.54022 2.25001  0.00
C: 4.20636 4.11609 2.09899  0.00
C: 0.85523 -0.20854 -4.72716  0.00
C: 0.42157 -1.03754 5.14641  0.00
H: 0.34076 -8.46334 0.94787  0.00
H: -8.10358 0.09010 -0.20133  0.00
H: 0.31916 1.64159 -5.72354  0.00
C: -0.65483 -7.22787 2.43682  0.00
H: -4.12034 2.58153 -0.75616  0.00
H: 0.15040 -4.33049 0.99674  0.00
H: -4.36162 -2.34769 -1.63189  0.00
C: 6.33260 4.59466 0.97094  0.00
H: -1.95263 -1.01562 -3.17063  0.00
N: -0.43840 3.07259 -2.68590  0.05
C: -0.67460 -5.81955 2.52951  0.00
H: 6.39742 2.99369 3.20912  0.00
H: -1.05870 6.07750 -1.47211  0.00
C: 0.12543 4.26448 -0.94084  0.10
C: -1.22589 0.55749 -4.57816  0.00
C: 0.73272 -4.29403 -4.17250  0.00
H: 1.21134 -4.51831 -5.11432  0.00
C: 1.29670 -4.01437 -2.91640  0.00
H: -5.96698 1.80234 0.23907  0.00
H: -8.28816 1.39248 0.91528  0.00
C: -7.66834 0.52214 0.69978  0.00
H: -1.79156 -2.03124 -0.46762  0.00
H: -1.12388 -5.15910 3.25639  0.00
C: -0.67860 -1.73281 1.49019  0.01
C: 0.91682 0.89645 4.31205  0.00
C: 0.43196 -6.41394 0.65358  0.00
H: 0.90020 2.16942 -1.31316  0.01
H: 2.33954 -3.88234 -2.66846  0.00
C: 7.37757 1.90399 1.57794  0.00
H: -4.69704 1.83285 -2.29568  0.00
H: 2.18003 3.77768 2.55955  0.00
H: 0.96264 -6.51745 -0.28134  0.00
N: -0.00284 0.22224 4.95715  0.00
H: -3.47378 -0.30214 -1.36189  0.00
N: 0.11129 -1.08011 -3.94094  0.00
H: 8.19370 2.62246 1.50147  0.00
H: 0.89678 1.02947 0.84600  0.00
H: 7.32801 4.29887 0.63963  0.00
H: -0.97076 -8.06816 3.03722  0.00
H: -2.06558 1.20352 -4.78782  0.00
H: -4.58033 -1.52061 0.81622  0.00
C: 0.01705 -5.34155 1.35222  0.00
H: 0.19925 -3.34205 -1.05887  0.00
H: -0.84772 -2.53330 2.19519  0.00
H: -3.57562 0.37706 0.18820  0.00
H: 2.52543 3.21037 0.91200  0.00
H: -0.56436 2.24753 -3.25469  0.00
H: 4.79263 5.76109 -0.08749  0.00
H: 7.05643 1.59379 0.58358  0.00
C: -0.74913 5.07017 -1.70846  0.14

total charge = +1
E_LUMO (alpha / beta) = -2.569 / -6.988 eV
2S+1 = 2
energy relative to the best compared isomer or geometry (same formula, charge and spin) = 0.00 kJ/mol
<S²> = 0.762
E_tot = -1845.371344 hartree
orbital gap (alpha / beta) = 7.146 / 2.728 eV